Record 1
C41H35F9N2O2OsPS2 as an isolated structure. Source: the OMol25 dataset; level of theory: ωB97M-V/def2-TZVPD.

Element x y z (Å)
Os -0.119 -1.965 0.606
C -0.957 -0.207 4.563
C -1.204 -0.793 3.203
N -0.164 -0.974 2.395
N 1.064 -0.580 2.918
C 2.117 -1.120 2.430
S 2.109 -2.303 1.127
S 3.704 -0.751 3.028
C 3.467 0.908 3.796
C 3.694 1.973 2.763
C 4.989 2.300 2.366
C 5.201 3.243 1.374
C 4.119 3.863 0.761
C 2.828 3.546 1.155
C 2.616 2.601 2.150
C -2.554 -1.155 2.851
C -3.563 -1.095 3.839
C -4.869 -1.408 3.573
C -5.245 -1.782 2.278
C -4.299 -1.853 1.288
C -2.943 -1.583 1.549
O -2.104 -1.745 0.554
H -0.034 0.356 4.576
H -0.853 -1.023 5.284
H -1.776 0.435 4.873
H 4.196 0.949 4.603
H 2.460 0.924 4.200
H 5.828 1.801 2.837
H 6.211 3.494 1.076
H 4.284 4.588 -0.025
H 1.982 4.036 0.687
H 1.608 2.356 2.462
H -3.307 -0.809 4.849
H -5.605 -1.359 4.364
H -6.276 -2.029 2.064
H -4.550 -2.145 0.276
F 0.470 6.557 0.946
C -0.693 5.900 1.100
F -1.017 5.948 2.401
F -1.631 6.582 0.420
C -0.584 4.485 0.597
C -0.762 3.417 1.460
C -0.645 2.125 0.967
C -0.352 1.901 -0.372
C -0.183 2.985 -1.233
C -0.301 4.274 -0.748
P -0.143 0.195 -1.001
C -1.524 0.002 -2.160
C -1.443 -0.908 -3.213
C -2.530 -1.102 -4.047
C -3.714 -0.422 -3.800
C -3.820 0.449 -2.725
C -2.726 0.659 -1.904
C -4.886 -0.610 -4.727
F -6.052 -0.362 -4.112
F -4.938 -1.861 -5.212
F -4.801 0.224 -5.780
C 1.417 0.387 -1.920
C 2.556 0.474 -1.118
C 3.804 0.635 -1.686
C 3.915 0.714 -3.068
C 2.792 0.631 -3.876
C 1.539 0.473 -3.303
C 5.280 0.859 -3.689
F 5.847 -0.346 -3.892
F 6.107 1.560 -2.896
F 5.225 1.481 -4.876
H -0.981 3.592 2.504
H -0.779 1.283 1.631
H 0.047 2.824 -2.279
H -0.170 5.122 -1.408
H -0.540 -1.485 -3.369
H -2.469 -1.787 -4.881
H -4.757 0.952 -2.531
H -2.814 1.332 -1.060
H 2.464 0.430 -0.039
H 4.685 0.704 -1.063
H 2.895 0.692 -4.951
H 0.666 0.434 -3.940
C 0.795 -5.423 0.106
C -0.390 -4.737 -0.586
C -0.569 -5.307 -1.995
C -1.667 -4.996 0.232
O -0.164 -3.344 -0.709
H 0.676 -6.504 0.050
H 0.848 -5.128 1.155
H 1.729 -5.145 -0.385
H -0.814 -6.365 -1.937
H 0.350 -5.184 -2.569
H -1.376 -4.779 -2.504
H -1.807 -6.069 0.351
H -2.534 -4.573 -0.275
H -1.586 -4.543 1.225

Atoms 1-3, force components in eV/Å:
Os -0.5209 -0.6051 -0.7202
C 0.0880 0.1285 -0.0665
C 0.4445 0.0533 -0.0015

The value obtained for the max |F| is 0.028 Eh/bohr. The calculation puts the HOMO energy (spin up / spin down) at -10.9 / -11.3 eV. For the HOMO-LUMO gap (spin up / spin down), the calculation gives 7.33 / 6.25 eV. Its multiplicity is 5. The LUMO energy (spin up / spin down) is -3.559 / -5.087 eV. The net charge is +1.

Record 2
A 3-piece molecular cluster, C44H70FIN6O6PS2 overall. Source: the OMol25 dataset; level of theory: ωB97M-V/def2-TZVPD.

Element x y z (Å)
C 0.011 -5.623 7.526
C -0.947 -5.622 6.206
O -1.312 -4.291 5.776
C -2.611 -4.254 5.135
C -2.527 -4.109 3.508
C -1.018 -4.234 2.973
C -0.881 -4.439 1.383
C -1.589 -3.246 0.515
C -0.539 -2.135 0.014
C 0.741 -1.958 0.920
C 1.826 -0.929 0.476
C 3.103 -0.787 1.408
P 3.345 -1.777 3.014
S 2.327 -0.809 4.402
C 4.181 0.223 0.946
C 3.946 1.078 -0.366
C 5.164 2.098 -0.724
C 4.654 3.562 -0.209
C 4.904 3.610 1.381
C 3.553 3.989 2.178
S 3.195 5.831 2.197
C 4.767 6.786 2.295
N 5.427 7.453 3.379
N 6.566 7.958 2.812
C 6.619 7.608 1.423
O 5.462 6.867 1.028
C 2.649 0.963 -1.262
C 2.585 1.945 -2.511
C 2.954 1.084 -3.858
C 1.579 -0.095 -0.825
C 0.285 -0.331 -1.653
C -0.133 0.387 -3.019
O -0.751 1.494 -2.906
N 0.084 -0.134 -4.382
C 0.777 -1.438 -4.404
O 1.788 -1.543 -5.142
F 0.375 -2.610 -3.703
N -0.697 -1.320 -1.172
I -2.464 -1.580 -2.264
H 0.452 -6.686 7.657
H 0.892 -4.893 7.423
H -0.617 -5.403 8.472
H -1.847 -6.287 6.487
H -0.360 -6.221 5.399
H -3.122 -3.281 5.508
H -3.316 -5.110 5.457
H -3.245 -4.857 2.991
H -2.940 -3.060 3.241
H -0.376 -3.356 3.376
H -0.571 -5.178 3.474
H -1.420 -5.437 1.136
H 0.217 -4.613 1.061
H -2.144 -3.783 -0.326
H -2.381 -2.695 1.158
H 0.922 -2.533 1.885
H 4.710 -1.825 3.446
H 2.728 -3.063 2.879
H 5.129 0.331 1.586
H 6.152 1.769 -0.247
H 5.212 2.151 -1.876
H 3.525 3.599 -0.475
H 5.167 4.394 -0.804
H 5.763 4.354 1.563
H 5.275 2.598 1.796
H 3.692 3.662 3.275
H 2.649 3.382 1.780
H 7.400 7.812 0.620
H 1.532 2.427 -2.585
H 3.321 2.817 -2.496
H 3.085 -0.031 -3.624
H 3.968 1.430 -4.302
H 2.172 1.279 -4.671
H -0.854 -0.169 -4.819
C -8.832 -3.976 2.395
C -7.927 -4.824 3.329
C -8.772 -5.912 4.030
C -9.668 -5.367 5.138
C -8.866 -4.530 6.128
C -8.035 -3.418 5.450
N -7.227 -3.926 4.298
O -6.167 -4.616 4.813
C -8.977 -2.285 4.975
C -7.160 -2.729 6.530
C -6.945 -5.528 2.355
H -9.856 -3.887 2.759
H -8.425 -2.972 2.248
H -8.916 -4.422 1.399
H -8.111 -6.672 4.466
H -9.392 -6.437 3.295
H -10.487 -4.779 4.715
H -10.140 -6.202 5.667
H -9.551 -4.092 6.863
H -8.205 -5.198 6.693
H -8.427 -1.527 4.409
H -9.436 -1.777 5.829
H -9.809 -2.630 4.365
H -6.509 -3.433 7.056
H -7.784 -2.259 7.295
H -6.534 -1.946 6.089
H -6.322 -4.798 1.827
H -7.492 -6.103 1.601
H -6.287 -6.241 2.859
C 5.626 6.425 -8.091
C 5.518 5.109 -7.273
C 5.055 3.957 -8.193
C 3.577 4.030 -8.564
C 2.707 4.162 -7.320
C 3.135 5.326 -6.399
N 4.604 5.319 -6.107
O 4.846 4.315 -5.207
C 2.731 6.673 -7.046
C 2.276 5.275 -5.111
C 6.980 4.823 -6.838
H 4.906 6.479 -8.910
H 5.497 7.304 -7.455
H 6.608 6.529 -8.562
H 5.239 2.993 -7.702
H 5.653 3.948 -9.111
H 3.394 4.863 -9.248
H 3.295 3.124 -9.110
H 1.662 4.290 -7.626
H 2.745 3.215 -6.767
H 3.104 7.518 -6.459
H 1.641 6.771 -7.093
H 3.075 6.790 -8.071
H 2.357 4.318 -4.589
H 1.215 5.408 -5.342
H 2.561 6.071 -4.414
H 7.359 5.615 -6.184
H 7.640 4.768 -7.709
H 7.087 3.868 -6.317

Atoms 1-3, force components in eV/Å:
C -0.4163 -0.1404 -0.2617
C 1.2282 -1.5189 1.0505
O -0.9775 -1.7571 0.0795

The value obtained for the max |F| is 0.125 Eh/bohr. The calculation puts the HOMO energy (spin up / spin down) at -9.7 / -10.7 eV. For the HOMO-LUMO gap (spin up / spin down), the calculation gives 5.47 / 4.45 eV. Its multiplicity is 3. The LUMO energy (spin up / spin down) is -4.280 / -6.274 eV. The net charge is +1.

Record 3
One molecule with the formula C21H29NO5. Source: the OMol25 dataset; level of theory: ωB97M-V/def2-TZVPD.

Element x y z (Å)
C -1.601 -2.243 -1.545
C -0.378 -1.853 -0.735
O -0.313 -0.428 -0.673
C 0.247 0.126 0.391
O 0.663 -0.493 1.340
C 0.235 1.654 0.318
C -0.983 2.115 1.157
C -2.245 1.387 0.788
C -3.093 1.863 -0.206
C -4.221 1.161 -0.573
C -4.537 -0.045 0.050
O -5.666 -0.668 -0.394
C -6.039 -1.887 0.201
C -3.707 -0.520 1.059
C -2.578 0.196 1.417
C 0.138 2.132 -1.133
C 1.299 1.558 -1.960
N 2.434 1.250 -1.107
C 2.960 0.010 -1.124
O 2.570 -0.845 -1.904
C 4.167 -0.254 -0.200
C 4.526 -1.740 -0.202
C 3.654 -2.256 0.938
C 3.684 -1.087 1.921
O 3.924 0.090 1.155
C 2.653 2.263 -0.103
C 1.531 2.196 0.946
H -2.499 -1.839 -1.083
H -1.522 -1.846 -2.553
H -1.676 -3.326 -1.594
H 0.542 -2.204 -1.216
H -0.427 -2.249 0.285
H -0.752 1.931 2.208
H -1.113 3.190 1.012
H -2.873 2.802 -0.693
H -4.879 1.527 -1.345
H -6.239 -1.768 1.271
H -5.274 -2.657 0.058
H -6.954 -2.193 -0.303
H -3.926 -1.443 1.574
H -1.942 -0.188 2.202
H -0.808 1.817 -1.571
H 0.172 3.223 -1.134
H 1.617 2.279 -2.722
H 1.008 0.632 -2.457
H 4.992 0.376 -0.565
H 4.293 -2.200 -1.159
H 5.585 -1.872 0.026
H 4.024 -3.178 1.380
H 2.635 -2.410 0.583
H 2.739 -0.969 2.454
H 4.502 -1.191 2.646
H 2.642 3.231 -0.615
H 3.620 2.129 0.375
H 1.831 1.527 1.753
H 1.360 3.189 1.363

Atoms 1-3, force components in eV/Å:
C 0.2778 0.3178 0.1640
C -0.0631 -0.6784 0.0956
O -0.1292 0.0985 -0.3201

The value obtained for the max |F| is 0.013 Eh/bohr. Its SMILES is CCOC(=O)C1(Cc2ccc(OC)cc2)CCN(C(=O)[C@@H]2CCCO2)CC1. The calculation puts the HOMO energy at -8.4 eV. For the HOMO-LUMO gap, the calculation gives 9.21 eV. Its multiplicity is 1. The LUMO energy is 0.799 eV.

Record 4
A 5-piece molecular cluster, C20H33N4O14 overall. Source: the OMol25 dataset; level of theory: ωB97M-V/def2-TZVPD.

Element x y z (Å)
N 2.026 3.253 -2.756
C 1.175 2.250 -2.752
N 1.175 1.326 -1.759
C 0.436 0.198 -2.395
C -0.689 1.041 -2.969
C -1.530 1.819 -1.937
O -2.879 1.954 -2.367
N -2.978 2.576 -3.681
O -2.726 3.702 -3.646
N 0.161 2.063 -3.687
H 2.246 3.780 -3.583
H 2.489 3.502 -1.893
H 2.106 1.157 -1.377
H 0.212 -0.672 -1.791
H 1.030 -0.077 -3.271
H -1.390 0.449 -3.551
H -1.121 2.803 -1.705
H -1.576 1.262 -1.003
H 0.459 1.656 -4.571
C 4.421 4.805 3.095
C 4.723 4.186 1.755
C 4.110 4.904 0.576
O 3.935 3.823 -0.375
C 3.820 2.677 0.342
O 3.479 1.631 -0.131
O 4.115 2.873 1.621
H 5.009 4.332 3.875
H 4.659 5.869 3.083
H 3.373 4.675 3.358
H 5.799 4.060 1.618
H 4.748 5.677 0.158
H 3.129 5.323 0.806
C -2.069 -3.963 -1.838
C -0.964 -4.532 -2.690
C 0.339 -4.768 -1.966
O 1.302 -4.629 -3.021
C 0.771 -3.819 -3.961
O 1.375 -3.348 -4.870
O -0.548 -3.601 -3.719
H -3.008 -3.962 -2.382
H -2.200 -4.549 -0.935
H -1.852 -2.926 -1.569
H -1.302 -5.444 -3.188
H 0.409 -5.754 -1.517
H 0.542 -4.008 -1.206
C 2.890 2.303 9.173
C 3.135 2.367 7.686
C 4.296 3.240 7.267
O 3.898 3.664 5.951
C 2.540 3.635 5.912
O 1.882 4.099 5.037
O 2.044 3.011 6.997
H 2.144 1.545 9.407
H 3.809 2.053 9.702
H 2.512 3.257 9.540
H 3.239 1.361 7.272
H 5.240 2.704 7.223
H 4.409 4.125 7.897
C -8.362 -4.744 -2.737
C -6.886 -4.987 -2.933
C -6.519 -6.389 -3.364
O -5.197 -6.533 -2.823
C -5.103 -5.718 -1.749
O -4.206 -5.733 -0.969
O -6.163 -4.882 -1.688
H -8.561 -3.685 -2.577
H -8.923 -5.069 -3.612
H -8.724 -5.279 -1.859
H -6.466 -4.249 -3.622
H -6.504 -6.518 -4.442
H -7.162 -7.150 -2.915

Atoms 1-3, force components in eV/Å:
N -0.1163 -0.0666 0.0031
C 0.2395 -0.0944 0.3188
N 0.3022 0.0322 -1.2281

The value obtained for the max |F| is 0.025 Eh/bohr. The calculation puts the HOMO energy at -12.7 eV. For the HOMO-LUMO gap, the calculation gives 9.98 eV. Its multiplicity is 1. The LUMO energy is -2.744 eV. The net charge is +1.

Q: max |F| of number 2 (C44H70FIN6O6PS2)?
A: 0.125 Eh/bohr

Q: Among the records above, which one has the highest max |F|?
A: C44H70FIN6O6PS2